ORCA calculation (ωB97M-V/def2-TZVPD) on a 2-piece molecular cluster, C4H12 overall at a distorted geometry.

Summary:
E_HOMO   -11.7 eV
ΔE to the lowest compared entry with this formula, charge and spin   0.2937 eV
HOMO-LUMO gap   12.768 eV
Strongest force on any atom   1.79 eV/A
2S+1   1
Net charge   0
Molecular weight   60.14 g/mol
Structure (SMILES)   CC.CC
LUMO level   0.0402 Ha

Geometry (Å):
C  0.11  -1.38  -0.51
C  -0.26  -2.31  -1.63
H  1.17  -1.55  -0.30
H  -0.15  -0.35  -0.75
H  -0.41  -1.75  0.38
H  0.33  -2.17  -2.55
H  -0.21  -3.38  -1.40
H  -1.29  -2.14  -1.97
C  0.67  1.44  1.46
C  -0.42  2.27  0.75
H  1.59  1.90  1.11
H  0.56  1.49  2.53
H  0.55  0.43  1.07
H  -1.40  1.79  0.85
H  -0.25  2.49  -0.30
H  -0.55  3.23  1.26

Formally, the natural (NBO) partial charges of the atoms, in units of the elementary charge, are as follows:
1. C -0.6187
2. C -0.6033
3. H 0.2064
4. H 0.2098
5. H 0.2051
6. H 0.1989
7. H 0.2036
8. H 0.1978
9. C -0.6102
10. C -0.6065
11. H 0.2028
12. H 0.2057
13. H 0.2104
14. H 0.1961
15. H 0.2021
16. H 0.1999

=====

ORCA calculation (ωB97M-V/def2-TZVPD) on a 2-piece molecular cluster, C4H8O3 overall at a distorted geometry.

Summary:
E_HOMO   -10.4 eV
ΔE to the lowest compared entry with this formula, charge and spin   3.1837 eV
HOMO-LUMO gap   10.487 eV
Strongest force on any atom   1.25 eV/A
2S+1   1
Net charge   0
Molecular weight   104.10 g/mol
Structure (SMILES)   O=CCC(=O)CO.[H][H]
LUMO level   0.0050 Ha

Geometry (Å):
O  -0.81  1.77  0.19
C  -0.96  0.75  -0.43
C  -0.76  -0.63  0.19
C  0.75  -0.67  0.12
O  1.33  -1.02  -0.89
C  1.50  -0.09  1.30
O  2.87  -0.11  1.07
H  -1.13  0.72  -1.53
H  -1.19  -1.44  -0.40
H  -1.13  -0.64  1.22
H  1.11  0.93  1.44
H  1.22  -0.67  2.20
H  2.99  -0.46  0.17
H  -2.73  1.18  -0.05
H  -2.99  0.57  -0.38

Formally, the natural (NBO) partial charges of the atoms, in units of the elementary charge, are as follows:
1. O -0.5618
2. C 0.4467
3. C -0.6160
4. C 0.5797
5. O -0.5499
6. C -0.1757
7. O -0.7041
8. H 0.1459
9. H 0.2501
10. H 0.2455
11. H 0.2194
12. H 0.1905
13. H 0.4870
14. H 0.0662
15. H -0.0236

=====

ORCA calculation (ωB97M-V/def2-TZVPD) on C28H39AsBF4N2O3RuSb2 as an isolated structure at a distorted geometry.

Summary:
E_HOMO (alpha / beta)   -13.2 / -13.4 eV
HOMO-LUMO gap (alpha / beta)   6.607 / 5.693 eV
Strongest force on any atom   1.79 eV/A
2S+1   2
Net charge   +2
Molecular weight   957.95 g/mol
LUMO level (alpha / beta)   -0.2438 / -0.2822 Ha

Geometry (Å):
Ru  0.49  0.70  0.57
O  5.26  -3.31  5.55
C  5.04  -3.01  4.26
O  5.83  -3.32  3.41
C  3.77  -2.27  3.91
C  3.34  -2.37  2.59
C  2.24  -1.64  2.17
C  1.60  -0.77  3.05
C  2.01  -0.69  4.37
C  3.09  -1.45  4.80
N  0.53  0.05  2.51
C  -0.31  0.62  3.27
C  -1.25  1.56  2.65
C  -2.17  2.30  3.35
C  -2.99  3.20  2.67
C  -2.85  3.31  1.30
C  -1.89  2.54  0.65
N  -1.11  1.68  1.31
H  4.52  -3.07  6.12
H  3.87  -3.02  1.91
H  1.88  -1.73  1.15
H  1.52  -0.03  5.07
H  3.41  -1.34  5.83
H  -0.37  0.41  4.33
H  -2.24  2.18  4.43
H  -3.71  3.80  3.20
H  -3.46  3.99  0.73
H  -1.74  2.61  -0.41
C  -0.26  -0.91  -3.99
Sb  -0.84  0.55  -2.56
C  -0.58  2.25  -3.79
C  -3.06  0.35  -2.51
C  -3.31  -1.06  -2.85
C  -3.48  -1.44  -4.18
C  -3.65  -2.76  -4.54
C  -3.62  -3.74  -3.56
C  -3.46  -3.38  -2.23
C  -3.32  -2.05  -1.85
C  -3.23  -1.72  -0.39
Sb  -1.25  -1.46  0.47
C  -1.89  -1.90  2.45
C  -0.46  -3.34  -0.05
H  -0.92  -0.82  -4.84
H  -0.32  -1.91  -3.56
H  0.77  -0.68  -4.26
H  -1.17  2.10  -4.70
H  0.47  2.31  -4.05
H  -0.90  3.15  -3.28
H  -3.36  1.07  -3.27
H  -3.35  0.67  -1.51
H  -3.50  -0.66  -4.94
H  -3.79  -3.03  -5.58
H  -3.74  -4.78  -3.83
H  -3.47  -4.15  -1.47
H  -3.59  -2.56  0.21
H  -3.80  -0.83  -0.11
H  -2.45  -2.83  2.42
H  -2.54  -1.11  2.84
H  -1.03  -2.02  3.10
H  -1.17  -4.10  0.27
H  0.50  -3.48  0.46
H  -0.29  -3.39  -1.12
C  3.67  2.64  -1.66
As  2.05  3.19  -0.83
C  2.32  3.42  1.04
C  1.55  4.85  -1.61
O  0.68  2.18  -0.97
H  4.26  3.54  -1.84
H  3.45  2.15  -2.60
H  4.21  1.96  -1.01
H  3.15  4.10  1.24
H  2.56  2.44  1.48
H  1.41  3.81  1.48
H  2.28  5.61  -1.35
H  0.57  5.13  -1.24
H  1.52  4.73  -2.69
F  2.48  0.16  -0.27
B  2.44  -0.65  -1.53
F  3.64  -1.27  -1.66
F  2.14  0.25  -2.56
F  1.37  -1.54  -1.37

Formally, the Löwdin partial charges of the atoms, in units of the elementary charge, are as follows:
1. Ru 0.9558
2. O 0.1464
3. C -0.4705
4. O 0.1602
5. C -0.1021
6. C 0.0354
7. C -0.0117
8. C -0.2392
9. C -0.0016
10. C 0.0056
11. N -0.0945
12. C -0.0927
13. C -0.2530
14. C 0.0229
15. C -0.0087
16. C -0.0088
17. C -0.1023
18. N -0.0807
19. H 0.1052
20. H 0.1405
21. H 0.0754
22. H 0.1144
23. H 0.1265
24. H 0.1455
25. H 0.1357
26. H 0.1308
27. H 0.1263
28. H 0.0894
29. C -0.2268
30. Sb 1.5573
31. C -0.2653
32. C -0.2295
33. C -0.3320
34. C -0.0560
35. C -0.0481
36. C -0.0432
37. C -0.0331
38. C -0.2788
39. C -0.2683
40. Sb 1.4454
41. C -0.2654
42. C -0.2580
43. H 0.0276
44. H 0.0285
45. H 0.0272
46. H 0.0317
47. H 0.0212
48. H 0.0107
49. H 0.0780
50. H 0.0385
51. H 0.1245
52. H 0.1191
53. H 0.1182
54. H 0.1198
55. H 0.0701
56. H 0.0643
57. H 0.0309
58. H 0.0202
59. H 0.0127
60. H 0.0313
61. H 0.0138
62. H 0.0172
63. C -0.1645
64. As 1.0518
65. C -0.1879
66. C -0.1822
67. O -0.7321
68. H 0.0619
69. H 0.0518
70. H 0.0597
71. H 0.0616
72. H 0.0326
73. H 0.0440
74. H 0.0590
75. H 0.0489
76. H 0.0514
77. F -0.0682
78. B -1.2726
79. F 0.2144
80. F 0.0674
81. F 0.0492

=====

ORCA calculation (ωB97M-V/def2-TZVPD) on the molecule C6H12O.

Summary:
E_HOMO   -9.3 eV
ΔE to the lowest compared entry with this formula, charge and spin   1.5731 eV
HOMO-LUMO gap   10.421 eV
Strongest force on any atom   0.38 eV/A
2S+1   1
Net charge   0
Molecular weight   100.16 g/mol
Structure (SMILES)   CO[C@H]1CC[C@H]1C
LUMO level   0.0403 Ha

Geometry (Å):
C  -1.32  -0.85  1.90
O  -0.16  -0.20  1.49
C  0.49  -0.61  0.32
C  -0.30  -1.10  -0.92
C  0.51  -0.06  -1.75
C  1.08  0.60  -0.47
C  0.50  1.96  -0.08
H  -1.14  -1.87  2.28
H  -2.08  -0.90  1.11
H  -1.72  -0.24  2.71
H  1.28  -1.34  0.55
H  -0.17  -2.17  -1.16
H  -1.37  -0.89  -0.90
H  -0.11  0.59  -2.37
H  1.29  -0.52  -2.37
H  2.17  0.65  -0.42
H  0.99  2.78  -0.62
H  -0.57  2.03  -0.28
H  0.64  2.14  0.99

Formally, the natural (NBO) partial charges of the atoms, in units of the elementary charge, are as follows:
1. C -0.2409
2. O -0.5389
3. C 0.1173
4. C -0.4460
5. C -0.3977
6. C -0.2283
7. C -0.6083
8. H 0.1624
9. H 0.1638
10. H 0.1923
11. H 0.1629
12. H 0.2091
13. H 0.2082
14. H 0.2056
15. H 0.2074
16. H 0.1986
17. H 0.2079
18. H 0.2009
19. H 0.2236

=====

ORCA calculation (ωB97M-V/def2-TZVPD) on the molecule C3H6O2S at a distorted geometry.

Summary:
E_HOMO (alpha / beta)   -9.1 / -9.2 eV
ΔE to the lowest compared entry with this formula, charge and spin   4.1819 eV
HOMO-LUMO gap (alpha / beta)   7.943 / 7.862 eV
Strongest force on any atom   4.96 eV/A
2S+1   1
Net charge   0
Molecular weight   106.15 g/mol
Structure (SMILES)   CC(C)=S(=O)=O
LUMO level (alpha / beta)   -0.0432 / -0.0486 Ha

Geometry (Å):
C  0.74  0.52  -1.12
C  -0.07  0.17  0.01
C  0.62  -0.44  1.41
S  -1.60  -0.52  -0.39
O  -2.42  -0.63  0.81
O  -2.12  0.12  -1.53
H  1.64  0.14  -1.23
H  0.31  0.44  -2.04
H  0.80  1.55  -0.94
H  0.65  0.56  1.90
H  1.55  -0.89  1.15
H  -0.10  -1.02  1.97

Formally, the natural (NBO) partial charges of the atoms, in units of the elementary charge, are as follows:
1. C -0.6969
2. C -0.1572
3. C -0.6386
4. S 1.8830
5. O -0.9069
6. O -0.9120
7. H 0.2159
8. H 0.2550
9. H 0.2502
10. H 0.2349
11. H 0.2194
12. H 0.2532

=====

ORCA calculation (ωB97M-V/def2-TZVPD) on a 2-piece molecular cluster, C10H22N3O2 overall.

Summary:
E_HOMO   -1.8 eV
ΔE to the lowest compared entry with this formula, charge and spin   0.0000 eV
HOMO-LUMO gap   4.762 eV
Strongest force on any atom   0.96 eV/A
2S+1   1
Net charge   -1
Molecular weight   216.31 g/mol
LUMO level   0.1086 Ha

Geometry (Å):
C  -3.76  -1.12  -4.84
C  -3.17  -0.48  -4.00
C  -2.55  0.37  -2.97
N  -3.27  0.25  -1.73
C  -3.31  1.48  -1.03
N  -2.03  2.24  -0.97
H  -4.16  -1.50  -5.74
H  -1.50  0.04  -2.88
H  -2.55  1.38  -3.42
H  -3.59  1.26  0.01
H  -4.12  2.16  -1.41
H  -1.99  2.87  -1.76
H  -1.97  2.82  -0.14
C  -1.26  -0.33  1.56
O  -0.41  -1.24  0.89
C  0.12  -0.71  -0.33
C  1.61  -0.52  -0.21
N  1.95  0.55  0.72
C  3.36  0.63  1.08
C  3.98  -0.54  1.83
O  3.49  -0.72  3.14
C  2.30  -1.48  3.25
H  -1.75  -0.87  2.37
H  -0.70  0.51  1.99
H  -2.02  0.05  0.87
H  -0.40  0.21  -0.61
H  -0.08  -1.45  -1.11
H  2.02  -0.27  -1.19
H  2.04  -1.48  0.11
H  1.40  0.43  1.57
H  3.48  1.52  1.71
H  3.93  0.81  0.16
H  5.05  -0.33  1.93
H  3.90  -1.48  1.26
H  2.22  -2.23  2.47
H  1.41  -0.84  3.21
H  2.31  -1.97  4.22

Formally, the natural (NBO) partial charges of the atoms, in units of the elementary charge, are as follows:
1. C -0.3808
2. C 0.0878
3. C -0.3171
4. N -0.8031
5. C -0.0493
6. N -0.8998
7. H 0.2076
8. H 0.1538
9. H 0.1483
10. H 0.1407
11. H 0.0665
12. H 0.3358
13. H 0.3345
14. C -0.2532
15. O -0.5677
16. C -0.0971
17. C -0.2392
18. N -0.6199
19. C -0.2436
20. C -0.0809
21. O -0.5536
22. C -0.2468
23. H 0.1718
24. H 0.1386
25. H 0.2180
26. H 0.2346
27. H 0.1846
28. H 0.1865
29. H 0.1508
30. H 0.3532
31. H 0.1938
32. H 0.1836
33. H 0.1771
34. H 0.1610
35. H 0.1759
36. H 0.1709
37. H 0.1769

=====

ORCA calculation (ωB97M-V/def2-TZVPD) on the molecule C5H6O2S at a distorted geometry.

Summary:
E_HOMO   -8.8 eV
ΔE to the lowest compared entry with this formula, charge and spin   3.0527 eV
HOMO-LUMO gap   8.835 eV
Strongest force on any atom   4.64 eV/A
2S+1   1
Net charge   0
Molecular weight   130.17 g/mol
Structure (SMILES)   S=C1COCC=CO1
LUMO level   0.0001 Ha

Geometry (Å):
S  -2.20  -1.11  0.43
C  -0.75  -0.46  0.12
C  0.16  0.05  1.28
O  0.62  1.39  0.90
C  1.98  1.04  0.45
C  1.92  0.56  -1.03
C  0.83  0.04  -1.68
O  -0.44  -0.34  -1.20
H  0.95  -0.77  1.55
H  -0.61  0.24  2.07
H  2.47  0.14  1.12
H  2.51  2.02  0.48
H  2.82  0.53  -1.72
H  0.79  -0.19  -2.81

Formally, the natural (NBO) partial charges of the atoms, in units of the elementary charge, are as follows:
1. S -0.0113
2. C 0.1974
3. C -0.1886
4. O -0.5129
5. C -0.1132
6. C -0.3268
7. C 0.1233
8. O -0.4939
9. H 0.2158
10. H 0.2469
11. H 0.1899
12. H 0.2189
13. H 0.2381
14. H 0.2164

=====

ORCA calculation (ωB97M-V/def2-TZVPD) on C3H3I2N3S as an isolated structure at a distorted geometry.

Summary:
E_HOMO   -8.2 eV
ΔE to the lowest compared entry with this formula, charge and spin   2.2421 eV
HOMO-LUMO gap   7.547 eV
Strongest force on any atom   3.41 eV/A
2S+1   1
Net charge   0
Molecular weight   366.95 g/mol
LUMO level   -0.0247 Ha

Geometry (Å):
C  -3.78  1.21  0.16
C  -4.65  0.10  0.38
C  0.45  0.32  -0.42
N  -3.83  2.06  1.14
N  -5.25  0.09  1.57
N  -0.76  -0.07  -1.02
S  -4.84  1.49  2.25
I  -4.73  -1.51  -0.93
I  -2.27  1.02  -1.50
H  0.53  1.03  0.54
H  1.07  -0.62  -0.38
H  0.93  0.92  -1.23

Formally, the natural (NBO) partial charges of the atoms, in units of the elementary charge, are as follows:
1. C -0.0966
2. C -0.0552
3. C -0.4579
4. N -0.6173
5. N -0.6204
6. N -0.8485
7. S 0.9067
8. I 0.2051
9. I 0.9959
10. H 0.1922
11. H 0.2266
12. H 0.1693